ORCA calculation (ωB97M-V/def2-TZVPD) on one molecule with the formula C3H2N4O.

Calculated values
Orbital gap in eV: 8.53
SMILES string: O=c1ncncnn1

Cartesian coordinates (Å):
O 2.03484 0.20980 0.78442
C 1.13197 0.14268 -0.00659
N 0.36327 1.19264 -0.49720
C -0.88796 1.34155 -0.29793
N -1.65126 0.42412 0.46094
C -1.32850 -0.80826 0.47691
N -0.36405 -1.49328 -0.37326
N 0.73752 -1.04265 -0.70484
H -1.43413 2.23643 -0.55914
H -1.93601 -1.53649 1.04985